# 1
This record from the Open Molecules 2025 dataset describes C6H16B3F12NO2Ti as an isolated structure. The level of theory is the ωB97M-V functional and the def2-TZVPD basis.

Each line ends with the Löwdin charge.
Element x y z (Å)
Ti 0.492 -1.462 -2.053  1.29
C -2.328 -0.039 -1.644  -0.05
O -1.033 0.263 -1.122  -0.27
C -0.481 1.525 -1.443  -0.24
C 0.526 1.906 -0.390  -0.16
N -0.027 1.691 0.980  0.01
H -0.950 2.213 1.036  0.04
H -0.119 0.689 1.189  0.15
C 0.831 2.283 2.075  -0.18
C 0.219 1.944 3.403  -0.29
O 0.026 0.559 3.467  -0.19
C -0.490 0.125 4.698  -0.11
H -2.270 -0.195 -2.723  0.09
H -3.082 0.713 -1.403  0.09
H -2.665 -0.947 -1.144  0.10
H -1.224 2.281 -1.701  0.11
H 0.077 1.473 -2.398  0.13
H 0.800 2.967 -0.434  0.09
H 1.453 1.343 -0.492  0.13
H 0.796 3.365 1.889  0.07
H 1.831 1.887 1.910  0.13
H -0.710 2.510 3.549  0.10
H 0.892 2.309 4.196  0.13
H -0.235 -0.911 4.898  0.09
H -1.578 0.256 4.711  0.09
H -0.129 0.700 5.560  0.08
B -1.085 -3.147 0.557  -1.22
F -0.904 -2.865 -0.836  0.04
F -2.442 -3.232 0.878  0.11
F -0.461 -4.360 0.854  0.12
F -0.481 -2.058 1.236  0.09
B 3.165 -1.731 -1.126  -1.23
F 2.714 -1.683 -2.467  0.09
F 3.809 -2.942 -0.888  0.14
F 4.034 -0.678 -0.807  0.12
F 2.025 -1.637 -0.304  0.09
B -0.199 -0.996 -4.792  -1.24
F -0.881 -1.844 -3.842  0.05
F 0.855 -0.490 -4.022  0.08
F 0.267 -1.795 -5.815  0.16
F -1.037 0.016 -5.241  0.15

Results
* total charge: -1
* HOMO energy (spin up / spin down): -0.04007 / -0.30633 hartree
* ⟨S²⟩: 3.7516
* LUMO energy (spin up / spin down): 0.0957 / 0.0927 Eh
* orbital gap (spin up / spin down): 3.69 / 10.86 eV
* multiplicity: 4
* calculated total energy: -69840.25716 eV

=====

# 2
This record from the Open Molecules 2025 dataset describes one molecule with the formula C5H9NO. The level of theory is the ωB97M-V functional and the def2-TZVPD basis.

Each line ends with the Löwdin charge.
Element x y z (Å)
C -1.673 0.822 -0.104  -0.02
C 0.624 -0.149 -1.005  -0.20
C 1.470 0.648 -0.062  -0.10
N 1.254 -0.750 0.161  -0.11
C 0.504 -1.239 1.307  -0.09
C -0.851 0.121 -1.174  -0.39
O -1.378 -0.192 -2.223  0.07
H -2.244 0.073 0.457  0.09
H -2.387 1.484 -0.603  0.09
H -1.081 1.399 0.608  0.06
H 1.051 -0.505 -1.941  0.14
H 2.470 0.947 -0.368  0.11
H 0.953 1.365 0.578  0.10
H -0.263 -0.550 1.695  0.07
H 0.007 -2.169 1.007  0.09
H 1.227 -1.444 2.107  0.09

Results
* HOMO energy: -0.34173 hartree
* SMILES string: CC(=O)[C@H]1CN1C
* LUMO energy: 0.0338 Eh
* orbital gap: 10.22 eV
* calculated total energy: -8866.96524 eV

=====

# 3
This record from the Open Molecules 2025 dataset describes C5H6O2 as an isolated structure. The level of theory is the ωB97M-V functional and the def2-TZVPD basis.

Each line ends with the Löwdin charge.
Element x y z (Å)
O -0.667 -0.779 1.015  -0.02
C -1.175 -0.689 -0.333  -0.11
C -0.037 0.280 -0.696  -0.14
C -0.480 1.727 -0.529  -0.20
O -1.631 2.052 -0.370  0.07
C 0.561 -0.348 0.549  -0.35
C 1.689 -0.820 1.048  0.08
H 1.512 -1.517 1.858  0.07
H -1.076 -1.661 -0.831  0.13
H -2.190 -0.301 -0.358  0.12
H 0.517 0.157 -1.634  0.15
H 0.324 2.489 -0.578  0.13
H 2.691 -0.627 0.691  0.06

Results
* HOMO energy: -0.33607 hartree
* LUMO energy: 0.0299 Eh
* orbital gap: 9.96 eV
* calculated total energy: -9374.85277 eV

=====

# 4
This record from the Open Molecules 2025 dataset describes C25H26F2N7O2ReS as an isolated structure. The level of theory is the ωB97M-V functional and the def2-TZVPD basis.

Each line ends with the Löwdin charge.
Element x y z (Å)
Re -0.501 0.336 0.361  1.48
F -3.266 4.918 1.195  0.10
C -2.529 3.949 1.742  -0.25
C -2.122 2.892 0.951  -0.03
C -1.341 1.881 1.499  -0.20
C -0.994 1.942 2.865  -0.12
C -1.439 3.033 3.612  -0.21
F -1.121 3.141 4.916  0.08
C -2.192 4.049 3.078  0.08
C -0.250 0.816 3.402  -0.18
C 0.138 0.636 4.738  0.04
C 0.756 -0.532 5.122  -0.02
C 0.956 -1.545 4.186  -0.03
C 0.576 -1.300 2.891  -0.22
N 0.030 -0.140 2.495  -0.09
H -2.396 2.898 -0.091  0.10
H -2.513 4.878 3.692  0.14
H -0.051 1.406 5.467  0.12
H 1.060 -0.667 6.151  0.12
H 1.386 -2.498 4.460  0.12
H 0.669 -2.068 2.132  0.10
C 0.536 -4.575 -2.102  0.02
C -0.487 -4.190 -1.103  -0.32
N -1.445 -4.929 -0.658  0.15
N -2.125 -4.129 0.222  0.05
C -1.614 -2.902 0.335  -0.72
S -2.142 -1.635 1.299  0.77
N -0.551 -2.936 -0.508  -0.08
N 0.254 -1.834 -0.755  0.08
H 0.293 -5.563 -2.484  0.10
H 1.530 -4.610 -1.653  0.09
H 0.556 -3.863 -2.928  0.08
H -2.951 -4.471 0.686  0.17
H 0.172 -1.570 -1.741  0.09
H 1.226 -2.036 -0.539  0.11
C 4.034 1.183 0.206  0.01
C 2.562 1.004 0.023  -0.26
N 1.904 -0.022 0.473  -0.09
O 2.719 -0.972 1.087  -0.04
C 1.800 1.999 -0.659  -0.27
C 2.405 3.154 -1.394  -0.01
N 0.498 1.875 -0.575  -0.25
O -0.269 2.728 -1.104  -0.12
H 4.384 0.592 1.045  0.08
H 4.261 2.234 0.370  0.10
H 4.573 0.848 -0.683  0.11
H 2.241 -1.254 1.880  0.05
H 3.361 2.885 -1.838  0.08
H 2.552 4.008 -0.728  0.10
H 1.717 3.471 -2.173  0.08
C -1.983 0.261 -1.243  -0.24
C -1.422 -0.002 -2.614  -0.30
C -1.437 -1.301 -3.138  -0.10
C -0.951 -1.575 -4.412  -0.09
C -0.447 -0.548 -5.194  -0.08
C -0.456 0.751 -4.703  -0.06
C -0.938 1.022 -3.431  -0.04
H -2.699 -0.513 -0.982  0.02
H -2.484 1.227 -1.202  0.06
H -1.907 -2.096 -2.565  0.11
H -0.995 -2.583 -4.807  0.11
H -0.079 -0.752 -6.191  0.11
H -0.096 1.559 -5.326  0.11
H -0.958 2.036 -3.060  0.10

Results
* total charge: +1
* HOMO energy (spin up / spin down): -0.39201 / -0.39143 hartree
* ⟨S²⟩: 0.7579
* LUMO energy (spin up / spin down): -0.1473 / -0.1465 Eh
* orbital gap (spin up / spin down): 6.66 / 6.67 eV
* multiplicity: 2
* calculated total energy: -59263.17356 eV

=====

# 5
This record from the Open Molecules 2025 dataset describes an isolated ion of composition CH4N5O and charge +1. The level of theory is the ωB97M-V functional and the def2-TZVPD basis.

Each line ends with the Löwdin charge.
Element x y z (Å)
N 2.170 0.175 0.158  0.18
N 0.794 0.384 0.026  -0.19
N 0.258 1.548 0.076  0.17
N -1.047 1.425 -0.083  0.17
C -1.305 0.135 -0.228  -0.37
O -2.491 -0.401 -0.455  0.18
N -0.151 -0.551 -0.158  0.25
H 2.451 -0.516 -0.533  0.12
H 2.333 -0.239 1.074  0.13
H -3.007 -0.411 0.364  0.16
H -0.005 -1.549 -0.240  0.21

Results
* total charge: +1
* HOMO energy: -0.60512 hartree
* SMILES string: Nn1nnc(O)[nH+]1
* LUMO energy: -0.1854 Eh
* orbital gap: 11.42 eV
* calculated total energy: -10589.65995 eV

=====

# 6
This record from the Open Molecules 2025 dataset describes a 4-piece molecular cluster, C23H57BN3O11 overall. The level of theory is the ωB97M-V functional and the def2-TZVPD basis.

Each line ends with the Löwdin charge.
Element x y z (Å)
C 5.042 1.390 0.684  0.02
B 3.938 1.946 -0.248  -0.56
O 3.994 1.880 -1.611  0.17
N 2.671 2.590 0.346  0.21
C 1.652 1.773 0.705  -0.38
N 1.912 0.720 1.506  0.24
N 0.410 1.973 0.279  0.11
C -0.721 1.073 0.555  -0.10
C -1.278 1.187 1.988  -0.38
C -2.813 1.163 2.075  -0.02
O -0.696 0.163 2.813  -0.05
H 4.902 1.645 1.740  0.07
H 5.024 0.292 0.603  0.09
H 6.040 1.701 0.357  0.09
H 3.288 1.380 -2.037  0.12
H 2.333 3.303 -0.295  0.14
H 1.148 0.433 2.120  0.10
H 2.784 0.793 2.014  0.12
H 0.239 2.799 -0.273  0.16
H -1.489 1.313 -0.184  0.13
H -0.390 0.052 0.331  0.13
H -0.907 2.133 2.397  0.15
H -3.179 1.994 2.680  0.09
H -3.125 0.237 2.570  0.09
H -3.294 1.200 1.095  0.08
H -0.652 -0.665 2.315  0.10
C 11.197 5.443 1.945  -0.11
O 9.934 5.780 1.415  -0.20
C 9.911 7.068 0.826  -0.21
C 8.841 7.157 -0.236  -0.18
O 9.176 6.520 -1.457  -0.12
C 9.134 5.109 -1.500  -0.19
C 7.741 4.536 -1.614  -0.19
O 7.053 4.605 -0.371  -0.18
C 5.663 4.698 -0.511  -0.12
H 11.473 6.097 2.780  0.09
H 11.135 4.419 2.307  0.09
H 11.978 5.502 1.178  0.09
H 10.884 7.302 0.377  0.13
H 9.699 7.821 1.597  0.13
H 8.728 8.212 -0.496  0.13
H 7.886 6.800 0.157  0.12
H 9.664 4.661 -0.657  0.12
H 9.662 4.839 -2.417  0.13
H 7.818 3.485 -1.925  0.13
H 7.186 5.084 -2.384  0.13
H 5.368 5.543 -1.144  0.10
H 5.243 4.842 0.486  0.10
H 5.263 3.776 -0.957  0.06
C -2.788 -5.906 -0.457  -0.11
O -2.056 -5.022 -1.279  -0.21
C -1.643 -5.618 -2.498  -0.20
C -1.475 -4.578 -3.581  -0.18
O -2.697 -4.115 -4.130  -0.11
C -3.482 -3.244 -3.344  -0.19
C -2.984 -1.819 -3.300  -0.19
O -1.847 -1.706 -2.451  -0.20
C -0.984 -0.662 -2.800  -0.13
H -2.173 -6.748 -0.120  0.09
H -3.121 -5.343 0.413  0.08
H -3.666 -6.300 -0.982  0.09
H -2.376 -6.363 -2.827  0.13
H -0.681 -6.127 -2.348  0.13
H -0.958 -5.054 -4.415  0.13
H -0.854 -3.753 -3.222  0.12
H -3.621 -3.636 -2.334  0.11
H -4.460 -3.228 -3.831  0.13
H -3.778 -1.172 -2.905  0.12
H -2.740 -1.493 -4.317  0.13
H -0.638 -0.727 -3.837  0.09
H -0.117 -0.743 -2.139  0.08
H -1.464 0.318 -2.651  0.08
C -9.433 -3.330 4.340  -0.11
O -8.327 -3.512 3.484  -0.20
C -8.099 -4.871 3.159  -0.21
C -7.394 -5.000 1.829  -0.19
O -8.229 -4.795 0.704  -0.12
C -8.606 -3.467 0.392  -0.18
C -7.523 -2.665 -0.289  -0.20
O -6.527 -2.259 0.635  -0.19
C -5.260 -2.113 0.051  -0.11
H -9.265 -3.789 5.321  0.09
H -9.569 -2.259 4.471  0.09
H -10.345 -3.754 3.905  0.09
H -9.047 -5.420 3.118  0.13
H -7.469 -5.332 3.933  0.13
H -7.059 -6.035 1.741  0.13
H -6.514 -4.352 1.802  0.12
H -8.983 -2.936 1.269  0.12
H -9.425 -3.570 -0.323  0.13
H -7.979 -1.776 -0.746  0.13
H -7.077 -3.272 -1.087  0.13
H -4.946 -3.034 -0.456  0.08
H -4.552 -1.901 0.852  0.08
H -5.241 -1.288 -0.674  0.08

Results
* total charge: +1
* HOMO energy: -0.39161 hartree
* LUMO energy: -0.1070 Eh
* orbital gap: 7.74 eV
* calculated total energy: -52435.93984 eV